Record 1
Entry from OMol25: a cluster of 2 separate species, C3H11N3 in total at a distorted geometry (ωB97M-V/def2-TZVPD).

```
17
Properties=species:S:1:pos:R:3:lowdin_charge:R:1
C 1.522 -1.894 -1.608 -0.1128
C 0.476 -0.826 -1.300 -0.3513
N -0.643 -1.421 -0.561 -0.0156
H 2.448 -1.532 -2.048 0.0687
H 1.742 -2.474 -0.705 0.0658
H 1.061 -2.615 -2.285 0.0719
H 0.916 0.042 -0.803 0.0894
H 0.088 -0.458 -2.253 0.0970
H -0.326 -2.218 -0.023 0.0534
H -1.056 -0.783 0.107 0.0244
N 0.073 1.723 1.968 0.0744
C -1.154 1.959 1.422 -0.4056
N -1.752 3.074 1.564 0.0432
H 0.459 0.797 1.936 0.0759
H 0.338 2.358 2.704 0.0940
H -1.686 1.110 0.994 0.0985
H -2.505 3.158 0.889 0.0287
```

**Lowest unoccupied orbital energy**: 0.8 eV
**ΔE to the lowest compared entry with this formula, charge and spin**: 0.951 eV
**Kohn-Sham gap**: 10.1 eV
**Largest force on an atom**: 1.0 eV/Å
**HOMO**: -9.31 eV



Record 2
Entry from OMol25: the molecule C3H11N3 at a distorted geometry (ωB97M-V/def2-TZVPD).

```
17
Properties=species:S:1:pos:R:3:lowdin_charge:R:1
C 0.077 0.133 0.598 -0.4207
C 2.214 -0.560 -0.319 -0.1761
C -0.585 1.441 0.995 -0.0743
N -0.927 -0.756 -0.240 -0.1503
N 1.032 0.280 -0.443 -0.1447
N -2.261 -0.359 -0.611 -0.0066
H -0.638 -1.728 -0.308 0.1172
H 0.179 -0.236 -1.178 0.1759
H 0.400 -0.430 1.481 0.1273
H -2.760 -1.137 -1.042 0.0735
H -2.200 0.384 -1.302 0.0670
H 2.420 -1.052 -1.274 0.0650
H 3.098 0.039 -0.064 0.0628
H 2.165 -1.373 0.422 0.0664
H -0.882 2.024 0.118 0.0705
H -1.466 1.275 1.622 0.0711
H 0.134 2.055 1.545 0.0760
```

**Lowest unoccupied orbital energy**: 1.1 eV
**ΔE to the lowest compared entry with this formula, charge and spin**: 3.909 eV
**Kohn-Sham gap**: 8.6 eV
**Largest force on an atom**: 3.8 eV/Å
**HOMO**: -7.48 eV



Record 3
Entry from OMol25: the molecule C3H11N3 at a distorted geometry (ωB97M-V/def2-TZVPD).

```
17
Properties=species:S:1:pos:R:3:lowdin_charge:R:1
C -0.592 1.099 -1.843 -0.1593
C 0.392 0.313 0.239 -0.5366
C -0.697 -1.368 1.664 -0.1256
H -1.110 0.733 -2.746 0.0754
H 0.321 1.687 -2.081 0.0780
H -1.359 1.786 -1.414 0.0786
H -1.020 -0.625 -0.890 0.0877
H -0.210 1.003 0.860 0.1404
H 2.151 0.306 -0.620 0.0811
H 2.117 1.095 0.842 0.0761
H 1.112 -1.573 0.567 0.1067
H -1.159 -0.561 2.244 0.0752
H -0.511 -2.259 2.282 0.0739
H -1.452 -1.718 0.930 0.0633
N -0.202 -0.047 -1.060 -0.0802
N 1.637 0.993 -0.054 0.0462
N 0.582 -0.865 1.082 -0.0808
```

**Lowest unoccupied orbital energy**: 1.1 eV
**ΔE to the lowest compared entry with this formula, charge and spin**: 0.816 eV
**Kohn-Sham gap**: 10.2 eV
**Largest force on an atom**: 1.3 eV/Å
**HOMO**: -9.10 eV



Record 4
Entry from OMol25: a cluster of 2 separate species, C3H11N3 in total at a distorted geometry (ωB97M-V/def2-TZVPD).

```
17
Properties=species:S:1:pos:R:3:lowdin_charge:R:1
C 0.387 -0.661 -1.508 -0.1264
N 0.250 0.710 -1.922 -0.0858
C -0.926 1.387 -1.876 -0.3604
N -1.060 2.548 -2.400 0.0465
H 1.426 -0.822 -1.158 0.0780
H -0.336 -0.917 -0.639 0.0874
H 0.172 -1.375 -2.380 0.0919
H 1.019 1.266 -2.230 0.1215
H -1.686 0.865 -1.265 0.1221
H -1.961 2.940 -2.139 0.0233
C 0.544 -0.307 2.371 -0.2133
N 0.004 -1.599 2.831 -0.0835
H 1.479 -0.354 1.787 0.0540
H 0.707 0.403 3.198 0.0665
H -0.285 0.102 1.705 0.0739
H -0.315 -2.187 2.062 0.0520
H 0.583 -1.996 3.563 0.0523
```

**Lowest unoccupied orbital energy**: 0.9 eV
**ΔE to the lowest compared entry with this formula, charge and spin**: 1.372 eV
**Kohn-Sham gap**: 9.6 eV
**Largest force on an atom**: 1.9 eV/Å
**HOMO**: -8.79 eV



Record 5
Entry from OMol25: a cluster of 2 separate species, C3H11N3 in total at a distorted geometry (ωB97M-V/def2-TZVPD).

```
17
Properties=species:S:1:pos:R:3:lowdin_charge:R:1
C 1.509 0.721 0.062 -0.1509
C 2.165 1.941 0.582 -0.3138
N 2.714 1.712 2.056 -0.0298
H 1.108 0.082 0.888 0.0741
H 2.169 0.011 -0.572 0.0937
H 0.671 0.870 -0.676 0.0693
H 1.595 2.895 0.546 0.1007
H 3.029 2.266 0.070 0.0731
H 3.256 2.593 2.219 0.0586
H 2.028 1.805 2.776 0.0247
N -3.443 -2.389 -2.006 0.0365
C -2.871 -1.741 -0.862 -0.3890
N -2.845 -2.241 0.295 0.0131
H -3.053 -1.978 -2.950 0.1297
H -3.686 -3.393 -1.900 0.0940
H -2.452 -0.757 -1.045 0.0946
H -1.895 -2.398 0.518 0.0214
```

**Lowest unoccupied orbital energy**: 0.8 eV
**ΔE to the lowest compared entry with this formula, charge and spin**: 2.955 eV
**Kohn-Sham gap**: 9.2 eV
**Largest force on an atom**: 3.4 eV/Å
**HOMO**: -8.38 eV



Record 6
Entry from OMol25: a cluster of 2 separate species, C3H11N3 in total at a distorted geometry (ωB97M-V/def2-TZVPD).

```
17
Properties=species:S:1:pos:R:3:lowdin_charge:R:1
C 3.002 2.283 2.389 -0.1620
N 1.775 2.268 1.631 -0.2022
C 0.636 2.967 2.165 -0.1575
H 3.745 1.711 1.847 0.0711
H 2.831 1.788 3.349 0.0751
H 3.354 3.299 2.624 0.0726
H 1.971 2.546 0.678 0.0924
H 0.883 3.522 3.072 0.0737
H 0.291 3.752 1.487 0.0684
H -0.252 2.335 2.247 0.0683
N -2.572 -1.887 -2.661 0.0434
C -1.962 -3.115 -2.503 -0.3895
N -1.221 -3.375 -1.506 0.0564
H -3.525 -1.736 -2.927 0.0744
H -2.100 -1.041 -2.386 0.0811
H -2.127 -3.818 -3.316 0.1037
H -1.079 -4.374 -1.396 0.0305
```

**Lowest unoccupied orbital energy**: 1.1 eV
**ΔE to the lowest compared entry with this formula, charge and spin**: 1.730 eV
**Kohn-Sham gap**: 9.6 eV
**Largest force on an atom**: 1.2 eV/Å
**HOMO**: -8.42 eV



Look up the HOMO of the first one.
-9.31 eV